ORCA calculation (the ωB97M-V functional and the def2-TZVPD basis) on a structure of composition C22H18N8O4OsSSe at a distorted geometry.

Frontier orbital gap (alpha / beta)   4.889 / 4.875 eV
Net charge   +2
E_HOMO (alpha / beta)   -13.5 / -13.5 eV
LUMO energy (alpha / beta)   -8.64 / -8.65 eV
Energy above the lowest of the compared OMol25 structures with the same formula, charge and spin   0.0 kcal per mole

CARTESIAN COORDINATES (ANGSTROEM)
Os (-0.397, -1.057, -0.253)
N (5.113, 3.992, -2.659)
C (4.476, 2.879, -2.268)
C (4.944, 2.138, -1.156)
C (4.308, 0.992, -0.769)
C (3.166, 0.566, -1.469)
C (2.679, 1.291, -2.564)
C (3.325, 2.430, -2.958)
S (2.428, -0.889, -0.998)
O (3.339, -1.897, -0.587)
O (1.342, -1.238, -1.951)
N (1.352, -0.623, 0.283)
C (1.153, -0.477, 1.650)
N (1.967, -0.177, 2.605)
C (1.403, -0.122, 3.827)
C (0.058, -0.357, 4.052)
C (-0.744, -0.684, 2.966)
N (-0.187, -0.749, 1.765)
H (5.964, 4.287, -2.213)
H (4.829, 4.491, -3.484)
H (5.826, 2.471, -0.626)
H (4.690, 0.411, 0.060)
H (1.811, 0.938, -3.105)
H (2.969, 2.983, -3.817)
H (2.069, 0.129, 4.643)
H (-0.362, -0.294, 5.045)
H (-1.803, -0.884, 3.054)
O (-2.356, -1.091, -0.854)
N (-3.000, 0.024, -0.859)
N (-2.265, 1.025, -0.660)
O (-0.951, 0.877, -0.522)
C (-2.795, 2.364, -0.673)
C (-1.901, 3.421, -0.611)
C (-2.414, 4.709, -0.631)
C (-3.783, 4.917, -0.710)
C (-4.656, 3.838, -0.768)
C (-4.171, 2.542, -0.751)
H (-0.838, 3.245, -0.552)
H (-1.738, 5.551, -0.585)
H (-4.174, 5.925, -0.725)
H (-5.722, 4.004, -0.829)
H (-4.842, 1.698, -0.799)
Se (0.702, -4.034, -1.434)
N (-0.327, -3.069, -0.263)
C (-1.062, -3.929, 0.464)
C (-2.040, -3.609, 1.430)
C (-2.687, -4.635, 2.056)
C (-2.420, -6.006, 1.770)
C (-1.508, -6.351, 0.827)
C (-0.816, -5.311, 0.142)
N (0.063, -5.526, -0.824)
H (-2.304, -2.581, 1.629)
H (-3.448, -4.405, 2.791)
H (-2.973, -6.766, 2.304)
H (-1.292, -7.377, 0.565)

Atom charges from the natural (NBO) analysis, given in e for atoms 1 to 4:
1. Os 1.484
2. N -0.731
3. C 0.262
4. C -0.272

***

ORCA calculation (the ωB97M-V functional and the def2-TZVPD basis) on a cluster of 4 separate species, C24H50ClFN6O6S in total at a distorted geometry.

SMILES   CCCCCCCCCCCCCCC(=O)O[C@](F)(CSCC)CC(=O)Cl.NC(N)=O.NC(N)=O.NC(N)=O
Frontier orbital gap   8.890 eV
E_HOMO   -8.6 eV
LUMO energy   0.26 eV

CARTESIAN COORDINATES (ANGSTROEM)
C (-0.791, -8.203, 4.425)
C (-2.049, -8.488, 3.600)
C (-2.559, -7.215, 2.931)
C (-1.605, -6.728, 1.818)
C (-2.268, -6.757, 0.455)
C (-1.358, -6.334, -0.695)
C (-0.680, -4.981, -0.450)
C (-0.543, -4.121, -1.702)
C (-0.312, -2.631, -1.360)
C (0.983, -2.041, -1.945)
C (1.744, -1.124, -0.966)
C (2.058, 0.247, -1.575)
C (0.783, 1.066, -1.623)
C (0.870, 2.330, -2.527)
C (0.712, 3.550, -1.672)
O (1.574, 3.869, -0.856)
O (-0.414, 4.353, -1.809)
C (-1.535, 3.971, -1.054)
F (-2.420, 5.004, -1.230)
C (-1.185, 3.933, 0.432)
S (-1.505, 2.353, 1.272)
C (-1.462, 2.965, 2.970)
C (-2.734, 3.699, 3.394)
C (-2.205, 2.732, -1.673)
C (-3.691, 2.600, -1.419)
O (-4.213, 1.836, -0.628)
Cl (-4.732, 3.604, -2.480)
H (0.084, -8.215, 3.784)
H (-0.831, -7.218, 4.878)
H (-0.631, -8.957, 5.185)
H (-2.812, -8.911, 4.243)
H (-1.776, -9.186, 2.813)
H (-2.664, -6.448, 3.691)
H (-3.533, -7.386, 2.480)
H (-0.734, -7.379, 1.792)
H (-1.243, -5.738, 2.067)
H (-3.117, -6.073, 0.468)
H (-2.675, -7.748, 0.272)
H (-0.608, -7.105, -0.860)
H (-1.952, -6.259, -1.602)
H (0.299, -5.123, -0.001)
H (-1.289, -4.424, 0.257)
H (-1.459, -4.210, -2.280)
H (0.257, -4.499, -2.330)
H (-1.184, -2.076, -1.689)
H (-0.261, -2.552, -0.278)
H (0.739, -1.477, -2.841)
H (1.631, -2.865, -2.217)
H (1.081, -0.928, -0.130)
H (2.641, -1.597, -0.591)
H (2.730, 0.739, -0.877)
H (2.507, 0.157, -2.558)
H (-0.042, 0.458, -1.986)
H (0.481, 1.368, -0.626)
H (1.858, 2.378, -2.970)
H (0.177, 2.295, -3.358)
H (-0.145, 4.192, 0.593)
H (-1.766, 4.701, 0.926)
H (-1.225, 2.137, 3.621)
H (-0.620, 3.646, 3.034)
H (-2.580, 4.772, 3.382)
H (-3.576, 3.487, 2.748)
H (-2.999, 3.444, 4.414)
H (-2.098, 2.860, -2.745)
H (-1.719, 1.802, -1.409)
N (3.464, 2.468, 3.786)
C (2.634, 1.964, 2.818)
N (2.102, 2.893, 1.976)
O (2.396, 0.769, 2.722)
H (3.670, 3.443, 3.882)
H (3.875, 1.813, 4.423)
H (1.489, 2.557, 1.257)
H (2.282, 3.883, 2.034)
N (0.511, 7.775, 2.116)
C (1.186, 6.770, 1.479)
N (1.291, 6.895, 0.126)
O (1.658, 5.818, 2.088)
H (0.113, 8.562, 1.642)
H (0.418, 7.705, 3.111)
H (1.771, 6.153, -0.354)
H (0.906, 7.655, -0.401)
N (4.407, 2.586, -5.102)
C (3.462, 2.163, -5.999)
N (2.912, 3.153, -6.772)
O (3.132, 0.997, -6.100)
H (4.691, 3.541, -5.000)
H (4.830, 1.888, -4.521)
H (2.218, 2.879, -7.440)
H (3.170, 4.118, -6.704)

Atom charges from the Mulliken analysis, given in e for atoms 1 to 4:
1. C -1.076
2. C -0.554
3. C -0.875
4. C -0.279

***

ORCA calculation (the ωB97M-V functional and the def2-TZVPD basis) on an isolated molecule of C8H12 at a distorted geometry.

SMILES   C=C1[C@H]2CC[C@@H]1CC2
Frontier orbital gap   10.704 eV
E_HOMO   -9.6 eV
LUMO energy   1.09 eV
Energy above the lowest of the compared OMol25 structures with the same formula, charge and spin   23.2 kcal per mole

CARTESIAN COORDINATES (ANGSTROEM)
C (2.241, -0.871, 0.340)
C (1.026, -0.428, 0.160)
C (0.219, -0.150, -1.064)
C (-0.370, 1.248, -0.932)
C (-0.353, 1.602, 0.583)
C (-0.140, 0.122, 1.180)
C (-1.325, -0.631, 0.613)
C (-0.930, -1.040, -0.853)
H (2.475, -1.066, 1.381)
H (2.929, -1.014, -0.416)
H (0.801, -0.306, -2.041)
H (0.225, 2.072, -1.405)
H (-1.456, 1.475, -1.246)
H (0.471, 2.169, 1.001)
H (-1.204, 2.054, 0.966)
H (0.085, -0.074, 2.192)
H (-1.672, -1.439, 1.335)
H (-2.213, -0.077, 0.582)
H (-1.818, -0.835, -1.464)
H (-0.834, -2.078, -1.047)

Atom charges from the natural (NBO) analysis, given in e for atoms 1 to 4:
1. C -0.431
2. C 0.073
3. C -0.298
4. C -0.416

***

ORCA calculation (the ωB97M-V functional and the def2-TZVPD basis) on an isolated molecule of C18H23N3O4S at a distorted geometry.

SMILES   CC1=CCC[C@H]1NC(=O)Nc1ccc(C#N)c(S(=O)(=O)C(C)(C)C)c1O
Frontier orbital gap   8.198 eV
E_HOMO   -8.6 eV
LUMO energy   -0.44 eV
Energy above the lowest of the compared OMol25 structures with the same formula, charge and spin   150.7 kcal per mole

CARTESIAN COORDINATES (ANGSTROEM)
C (4.425, -4.978, 0.318)
C (3.460, -4.222, 1.274)
C (3.356, -4.662, 2.563)
C (2.089, -4.266, 3.215)
C (1.382, -3.374, 2.140)
C (2.458, -3.204, 1.024)
N (3.221, -2.013, 1.086)
C (2.821, -0.702, 0.825)
O (3.772, 0.092, 0.797)
N (1.833, -0.233, 0.082)
C (1.147, 1.042, 0.050)
C (1.234, 1.944, 1.125)
C (0.686, 3.160, 0.952)
C (-0.279, 3.423, -0.068)
C (-0.946, 4.693, -0.043)
N (-1.585, 5.612, -0.098)
C (-0.604, 2.432, -0.986)
S (-1.892, 2.619, -2.252)
O (-1.850, 1.483, -3.141)
O (-1.823, 3.850, -3.065)
C (-3.745, 2.498, -1.613)
C (-4.592, 2.162, -2.968)
C (-4.345, 3.862, -1.225)
C (-3.720, 1.421, -0.530)
C (0.087, 1.210, -0.906)
O (-0.097, 0.144, -1.759)
H (3.921, -5.430, -0.504)
H (4.905, -5.826, 0.767)
H (5.267, -4.259, -0.121)
H (3.929, -5.336, 3.091)
H (2.241, -3.599, 4.130)
H (1.540, -5.172, 3.547)
H (0.554, -3.889, 1.624)
H (1.004, -2.489, 2.612)
H (1.988, -3.111, 0.011)
H (4.183, -2.118, 1.266)
H (1.392, -0.949, -0.551)
H (1.871, 1.666, 1.954)
H (0.766, 4.003, 1.634)
H (-5.644, 2.283, -2.777)
H (-4.355, 1.124, -3.148)
H (-4.417, 2.842, -3.870)
H (-3.814, 4.662, -1.660)
H (-4.449, 4.013, -0.169)
H (-5.389, 3.877, -1.568)
H (-3.080, 1.674, 0.339)
H (-4.714, 1.318, -0.064)
H (-3.418, 0.403, -0.853)
H (-0.775, 0.321, -2.487)

Atom charges from the natural (NBO) analysis, given in e for atoms 1 to 4:
1. C -0.625
2. C -0.020
3. C -0.152
4. C -0.441

***

Q: What is the formula in the second record?
A: C24H50ClFN6O6S